1.
One molecule with the formula C19H19BrN4O3, computed with ωB97M-V/def2-TZVPD.

* total energy: -3754.22651 Eh
* SMILES: Cc1nc(O)[nH]c1C(=O)N1C[C@@H]2C[C@H]1CN2C(=O)/C=C/c1cccc(Br)c1
* LUMO level: 0.492 eV

ORCA input file:
```
! wB97M-V def2-TZVPD RIJCOSX def2/J DEFGRID3
* xyz 0 1
C -2.4722 -1.9499 -2.5735
C -2.9760 -0.5567 -2.4485
N -4.3254 -0.3021 -2.3118
C -4.4170 0.9946 -2.2254
O -5.5454 1.7045 -2.1096
N -3.2314 1.6220 -2.2636
C -2.2698 0.6163 -2.4260
C -0.8273 0.8457 -2.5375
O -0.0885 0.0492 -3.0987
N -0.3338 2.0155 -2.0072
C -0.8717 2.6801 -0.7959
C 0.4302 3.1301 -0.1282
C 1.2482 3.5680 -1.3422
C 1.1286 2.2000 -2.0119
C 1.7231 1.2869 -0.9336
N 1.1557 1.9201 0.2745
C 0.8265 1.2928 1.4363
O 0.0387 1.7871 2.2290
C 1.5055 -0.0115 1.6873
C 1.1348 -0.7604 2.7171
C 1.7409 -2.0749 3.0371
C 2.9595 -2.1527 3.7039
C 3.5094 -3.3878 4.0146
C 2.8519 -4.5589 3.6711
C 1.6349 -4.4703 3.0156
Br 0.7211 -6.0593 2.5371
C 1.0690 -3.2476 2.7012
H -1.3864 -1.9735 -2.5506
H -2.8787 -2.5650 -1.7702
H -2.8048 -2.3820 -3.5188
H -6.2748 1.0712 -2.1129
H -3.0958 2.6153 -2.3205
H -1.4997 3.5417 -1.0412
H -1.4350 1.9925 -0.1668
H 0.3052 3.8198 0.6988
H 0.7754 4.3661 -1.9118
H 2.2740 3.8328 -1.0928
H 1.5490 2.0664 -3.0021
H 1.3902 0.2594 -1.0602
H 2.8157 1.3195 -0.9351
H 2.2983 -0.3348 1.0234
H 0.3236 -0.3987 3.3431
H 3.4750 -1.2412 3.9771
H 4.4591 -3.4412 4.5305
H 3.2738 -5.5252 3.9086
H 0.1164 -3.2037 2.1904
*
```

Löwdin population analysis, charges in e, atoms 1 to 8: number 1, C, carries -0.02; number 2, C, carries -0.26; number 3, N, carries 0.17; number 4, C, carries -0.46; number 5, O, carries 0.11; number 6, N, carries 0.18; number 7, C, carries -0.11; number 8, C, carries -0.39

---

2.
C19H19Cl2N3O9P2Rh as an isolated structure, computed with ωB97M-V/def2-TZVPD.

* total energy: -3290.46345 Eh
* LUMO level (alpha / beta): -6.379 / -6.378 eV

ORCA input file:
```
! wB97M-V def2-TZVPD RIJCOSX def2/J DEFGRID3
* xyz 1 1
Rh -0.6444 0.2873 -0.3380
O -1.6912 -2.4594 5.7867
C -0.6427 -2.5873 5.2005
O 0.4951 -3.0052 5.3303
C -0.7640 -1.9797 3.6920
C 0.0073 -2.5083 2.6789
C -0.1451 -1.9605 1.4107
N -0.9572 -0.9160 1.2133
C -1.7687 -0.4814 2.1838
C -1.6991 -0.9877 3.4712
C -2.8060 0.4399 1.6482
C -3.8080 1.0137 2.4107
C -4.7837 1.7635 1.7707
C -4.7365 1.8923 0.3939
C -3.6861 1.3068 -0.2953
N -2.7303 0.6045 0.3067
C 0.4114 -2.5194 0.1472
C 1.3545 -3.5314 0.0898
C 1.7504 -3.9917 -1.1572
C 1.1624 -3.4557 -2.2880
C 0.2140 -2.4533 -2.1346
N -0.1445 -1.9756 -0.9531
H 0.6763 -3.3317 2.8704
H -2.3596 -0.6728 4.2633
H -3.8320 0.8757 3.4824
H -5.5739 2.2303 2.3430
H -5.4905 2.4447 -0.1484
H -3.6053 1.3915 -1.3695
H 1.7812 -3.9473 0.9919
H 2.5061 -4.7608 -1.2399
H 1.4334 -3.7918 -3.2786
H -0.2991 -2.0280 -2.9901
C 3.6689 1.4829 -3.1823
C 2.4623 0.8245 -2.5321
O 2.1323 -0.3587 -3.2382
P 2.7418 0.3926 -0.7640
O 3.7424 -0.8279 -0.6729
O 3.5506 1.5683 -0.0981
O 1.4692 0.0095 -0.0669
P 1.0256 1.9468 -2.3512
O 0.8672 2.8541 -3.6464
O 1.3698 2.8065 -1.1860
O -0.1613 0.9739 -2.2680
H 4.5363 0.8215 -3.1509
H 3.9252 2.4222 -2.6941
H 3.4293 1.6867 -4.2246
H 1.1677 -0.4205 -3.2125
H 4.6886 -0.5880 -0.7101
H 2.9883 2.3798 -0.1534
H 0.2481 2.4990 -4.3080
Cl -1.6216 3.5819 -0.8153
C -0.6666 3.8732 0.6317
Cl -0.1810 2.3623 1.4829
H -1.2606 4.4465 1.3315
H 0.2534 4.3577 0.3359
*
```

Löwdin population analysis, charges in e, atoms 1 to 8: number 1, Rh, carries 1.21; number 2, O, carries 0.03; number 3, C, carries -0.69; number 4, O, carries 0.02; number 5, C, carries -0.04; number 6, C, carries 0.09; number 7, C, carries -0.17; number 8, N, carries -0.03

---

3.
One molecule with the formula C19H19ClN2O4S2, computed with ωB97M-V/def2-TZVPD.

* total energy: -2402.52197 Eh
* SMILES: O=C(CCS(=O)(=O)c1ccc2c(c1)NC(=O)CS2)NCCc1ccc(Cl)cc1
* LUMO level: -0.087 eV

ORCA input file:
```
! wB97M-V def2-TZVPD RIJCOSX def2/J DEFGRID3
* xyz 0 1
O 3.8988 1.0915 -1.9098
C 2.9880 1.5211 -1.2311
N 3.1036 1.8175 0.0759
H 2.2739 2.0331 0.6174
C 4.2993 1.4871 0.8162
H 4.6413 2.3698 1.3647
C 4.0490 0.3307 1.7971
C 3.4281 -0.8304 1.0756
C 2.0829 -1.1255 1.2542
C 1.4757 -2.1452 0.5407
C 2.2268 -2.8747 -0.3658
C 3.5719 -2.6020 -0.5546
C 4.1639 -1.5833 0.1682
H 5.2096 -1.3656 0.0146
H 4.1456 -3.1762 -1.2645
Cl 1.4670 -4.1361 -1.2765
H 0.4297 -2.3743 0.6802
H 1.5031 -0.5354 1.9486
H 5.0007 0.0414 2.2460
H 3.3779 0.6725 2.5865
H 5.0540 1.2066 0.0779
C 1.6122 1.8122 -1.8330
C 0.5141 0.9199 -1.2719
H 0.8909 -0.0223 -0.8815
H -0.2646 0.7354 -2.0077
S -0.3415 1.7741 0.0968
O 0.4943 1.7395 1.2753
O -0.7549 3.0693 -0.3690
C -1.8048 0.7803 0.3935
C -2.9558 1.1007 -0.2972
C -4.1113 0.3482 -0.1141
C -4.0691 -0.7496 0.7582
C -2.9029 -1.0475 1.4549
C -1.7669 -0.2802 1.2797
H -0.8637 -0.4797 1.8306
H -2.9082 -1.8802 2.1403
S -5.5092 -1.7192 1.0300
C -6.3008 -1.4596 -0.5852
C -6.4200 0.0075 -0.9364
O -7.4190 0.4963 -1.4034
N -5.2861 0.7394 -0.7443
H -5.3179 1.6908 -1.0903
H -5.7055 -1.9729 -1.3444
H -7.2921 -1.9064 -0.5363
H -2.9521 1.9625 -0.9467
H 1.7035 1.6640 -2.9105
H 1.3406 2.8549 -1.6489
*
```

Löwdin population analysis, charges in e, atoms 1 to 8: number 1, O, carries 0.06; number 2, C, carries -0.50; number 3, N, carries 0.08; number 4, H, carries 0.10; number 5, C, carries -0.16; number 6, H, carries 0.12; number 7, C, carries -0.12; number 8, C, carries -0.23

---

4.
C19H19ClN4O2Ti as an isolated structure, computed with ωB97M-V/def2-TZVPD.

* total energy: -2412.92055 Eh
* LUMO level (alpha / beta): -16.067 / -17.247 eV

ORCA input file:
```
! wB97M-V def2-TZVPD RIJCOSX def2/J DEFGRID3
* xyz 4 1
N 0.0314 2.0187 -0.4785
C 0.1292 3.1762 -0.4566
C 0.2089 4.5825 -0.2976
H -0.8037 5.0130 -0.3341
H 0.8114 5.0123 -1.1107
H 0.6762 4.8303 0.6692
N 1.6184 -1.0592 -0.8461
C 2.5821 -1.6857 -0.9598
C 3.7731 -2.4595 -0.9803
H 4.4771 -2.0363 -1.7092
H 3.5396 -3.4930 -1.2703
H 4.2434 -2.4603 0.0140
N -1.8377 -0.8585 -0.4835
C -2.8585 -1.4084 -0.4618
C -4.1165 -2.0480 -0.3137
H -4.0460 -2.8459 0.4425
H -4.4226 -2.4883 -1.2733
H -4.8683 -1.3081 0.0014
Ti 0.0279 -0.0229 -0.0084
C 0.0839 -1.7451 1.3186
O 0.1230 -2.6738 2.0070
C 1.6246 0.6338 1.3151
O 2.4593 1.0090 2.0307
C 0.4898 1.3409 -3.1921
C -0.8905 1.4043 -3.0687
C -1.6490 0.2426 -3.0704
C -1.0174 -0.9970 -3.1954
C 0.3584 -1.0612 -3.3182
C 1.1200 0.1029 -3.3198
H 1.0935 2.2568 -3.2158
H -1.3951 2.3814 -2.9957
H -2.7423 0.3008 -3.0009
H -1.6139 -1.9194 -3.2215
H 0.8482 -2.0407 -3.4392
H 2.2073 0.0610 -3.4429
Cl -1.0666 3.9380 4.2483
C -1.5168 2.4131 3.6077
C -2.5319 1.6624 4.1873
C -2.8353 0.4266 3.6171
C -2.0984 -0.0079 2.5089
N -1.1289 0.7383 1.9573
C -0.8243 1.9356 2.4938
H -3.0562 2.0433 5.0607
H -3.6092 -0.2186 4.0068
H -2.3008 -0.9899 2.0650
H -0.0283 2.5269 2.0451
*
```

Löwdin population analysis, charges in e, atoms 1 to 8: number 1, N, carries 0.10; number 2, C, carries -0.11; number 3, C, carries 0.05; number 4, H, carries 0.15; number 5, H, carries 0.14; number 6, H, carries 0.14; number 7, N, carries 0.08; number 8, C, carries -0.09

---

5.
One molecule with the formula C19H19ClN8, computed with ωB97M-V/def2-TZVPD.

* total energy: -1633.59070 Eh
* SMILES: CCCn1cc(-c2cnc(-c3cnc4cc(Cl)cnn34)cc2NC2CC2)nn1
* LUMO level: -0.163 eV

ORCA input file:
```
! wB97M-V def2-TZVPD RIJCOSX def2/J DEFGRID3
* xyz 0 1
Cl 1.8002 1.6627 -8.4000
N -0.1990 0.8444 2.9341
N -0.5620 0.6521 4.1726
N 0.7640 1.1904 -4.5707
N -0.6498 -1.9256 -5.5106
N -1.2223 -1.3446 -1.4279
C 1.2276 1.6976 -5.6981
C 0.0434 -0.8176 -5.7466
C -0.8288 -1.8972 -4.1231
C 0.5374 -0.2842 -6.9729
C 1.1607 0.9509 -6.9366
C -0.7829 -0.1279 2.1122
C -0.3332 -0.7782 -3.5678
C -1.5488 -0.9085 2.9007
C -1.2937 -1.2270 -0.1025
C -0.4436 -0.5078 -2.1543
C 0.1717 0.5467 -1.5090
C -0.6618 -0.2026 0.6525
C 0.0520 0.7370 -0.1201
N 0.2305 -0.0555 -4.6186
N -1.4409 -0.3657 4.1631
N 0.6156 1.8687 0.4267
C -1.1832 -2.8854 5.5730
C -2.2719 -0.6921 5.3119
C -1.5261 -1.5889 6.2880
C 3.1179 1.8930 -0.2312
C 2.7989 3.0123 0.8022
C 1.7497 2.5446 -0.1952
H 1.7170 2.6578 -5.6967
H -1.3297 -2.7011 -3.5777
H 0.4182 -0.8850 -7.8798
H -2.1256 -1.7177 2.5455
H -1.8693 -1.9954 0.4163
H 0.7346 1.2626 -2.0909
H 0.5231 1.9497 1.4385
H -2.0883 -3.4444 5.2733
H -0.5214 -2.6938 4.7123
H -0.5908 -3.5362 6.2080
H -2.5939 0.2138 5.8244
H -3.1803 -1.2579 5.0068
H -0.5968 -1.0707 6.5202
H -2.0868 -1.8101 7.2174
H 3.7563 2.1927 -1.0603
H 3.1955 0.8824 0.1358
H 2.5889 2.7611 1.8715
H 3.2187 4.0047 0.6807
H 1.5087 3.1958 -0.9970
*
```

Löwdin population analysis, charges in e, atoms 1 to 8: number 1, Cl, carries 0.65; number 2, N, carries 0.05; number 3, N, carries 0.06; number 4, N, carries 0.13; number 5, N, carries 0.12; number 6, N, carries 0.09; number 7, C, carries -0.12; number 8, C, carries -0.31

---

6.
A 2-piece molecular cluster, C19H19F2 overall, computed with ωB97M-V/def2-TZVPD.

* total energy: -934.73352 Eh
* LUMO level: -6.162 eV

ORCA input file:
```
! wB97M-V def2-TZVPD RIJCOSX def2/J DEFGRID3
* xyz 1 1
C -2.0590 -2.3827 1.5669
C -1.9299 -0.8810 1.6555
C -1.1956 -0.2708 0.6572
C -2.6188 -0.2087 2.7218
C -2.6495 1.2960 2.8697
C -3.3088 -0.8334 3.7149
H -2.4823 -2.8283 2.4668
H -2.7031 -2.6617 0.7171
H -1.0971 -2.8888 1.3903
H -1.2668 0.8197 0.6284
H -0.7268 -0.9911 -0.0255
H -2.2932 1.8814 2.0229
H -3.7013 1.5725 3.0541
H -2.0934 1.6103 3.7687
H -3.8065 -0.2103 4.4580
H -3.4204 -1.9046 3.7959
F 5.2635 -0.4569 -0.2453
C 4.0390 -0.1636 0.3157
C 3.9597 0.2530 1.6389
C 2.7027 0.6173 2.1491
C 1.5873 0.6278 1.3195
C 1.6700 0.2711 -0.0612
C 0.4860 0.4566 -0.8965
C 0.4346 0.2845 -2.3392
C -0.7665 0.7207 -2.9809
C -0.8625 0.8638 -4.3616
C 0.2428 0.5343 -5.1715
C 1.3826 0.0132 -4.5693
F 2.5005 -0.2556 -5.3344
C 1.4814 -0.1710 -3.1962
C 2.9324 -0.2069 -0.5136
H 4.8562 0.2888 2.2468
H 2.6155 0.9654 3.1822
H 0.6327 0.9718 1.7281
H -0.1269 1.3400 -0.6265
H -1.5976 1.0383 -2.3465
H -1.7668 1.2975 -4.8116
H 0.2147 0.6754 -6.2538
H 2.3999 -0.5620 -2.7966
H 3.0710 -0.5218 -1.5381
*
```

Löwdin population analysis, charges in e, atoms 1 to 8: number 1, C, carries -0.05; number 2, C, carries -0.28; number 3, C, carries 0.00; number 4, C, carries -0.32; number 5, C, carries -0.06; number 6, C, carries 0.10; number 7, H, carries 0.06; number 8, H, carries 0.10